108
Properties=species:S:1:pos:R:3:forces:R:3 method="wB97M-V/def2-TZVPD" multiplicity=1 homo_ev=-11.21 charge=+1
O -2.5574 -3.1189 4.1945 0.176 -0.174 -0.011
C -2.3298 -2.4317 3.2367 -0.567 0.035 0.654
C -2.8402 -0.9959 3.1826 0.433 -0.410 -0.688
C -1.7866 0.0785 2.8575 -0.288 0.918 0.611
C -0.5771 0.2710 3.8022 0.871 0.816 -1.218
C 0.4252 -0.8011 3.3198 -1.261 0.193 2.364
N 0.1749 -0.8253 1.8328 -0.664 -1.112 1.931
C -1.0490 0.0008 1.5084 -0.277 0.669 0.863
H -1.7692 -2.9100 2.3957 -0.082 0.471 -0.173
H -3.6274 -0.9407 2.4118 0.241 -0.075 0.028
H -3.3433 -0.7899 4.1318 0.290 -0.044 -0.043
H -2.3532 1.0179 2.9096 0.164 -0.081 -0.373
H -0.7282 0.4125 4.8720 -0.152 -0.607 -0.102
H -0.1473 1.2204 3.4364 -0.125 0.020 0.449
H 1.4661 -0.6921 3.6449 -0.041 0.496 -0.771
H 0.0928 -1.7120 3.8390 0.135 -0.307 -0.896
H 1.0512 -0.5583 1.3912 -0.165 -0.091 -0.491
H -0.1068 -1.7905 1.6703 0.752 -0.017 -0.837
H -0.6851 0.9992 1.2458 -0.201 -0.181 -0.129
H -1.6498 -0.4109 0.6960 0.392 -0.196 0.052
N -4.4380 1.7535 -0.6110 -0.495 -0.520 0.042
C -5.4038 1.5770 0.2977 0.095 -0.010 -0.192
C -6.2445 0.4742 0.3269 0.047 -0.035 0.002
C -6.0737 -0.5136 -0.6322 0.028 0.029 0.078
C -5.0744 -0.3560 -1.5784 0.004 -0.141 -0.044
C -4.2987 0.7902 -1.5249 0.179 0.181 0.056
H -5.5080 2.3637 1.0329 -0.126 -0.010 0.028
H -7.0098 0.3890 1.0866 -0.007 0.039 -0.011
H -6.7050 -1.3928 -0.6344 -0.028 0.031 0.011
H -4.8860 -1.1043 -2.3399 -0.023 0.033 -0.038
H -3.5070 0.9483 -2.2489 -0.055 -0.071 -0.076
N -5.0197 -3.4115 -3.7337 -0.006 -0.006 0.124
C -6.0378 -3.6866 -2.9212 0.113 0.044 -0.011
C -6.7930 -4.8452 -2.9948 0.074 -0.043 -0.098
C -6.4639 -5.7734 -3.9731 0.027 -0.064 0.025
C -5.3952 -5.5141 -4.8190 -0.114 0.047 0.115
C -4.7110 -4.3189 -4.6584 0.173 0.163 -0.013
H -6.2328 -2.9321 -2.1673 -0.180 -0.080 0.027
H -7.6067 -5.0206 -2.3046 -0.009 0.020 -0.014
H -7.0240 -6.6952 -4.0644 -0.005 0.013 -0.008
H -5.0970 -6.2214 -5.5802 0.009 0.025 -0.013
H -3.8623 -4.0616 -5.2829 -0.041 -0.127 -0.087
N -0.6981 -6.0591 -4.8630 0.135 0.235 0.080
C 0.2616 -5.3146 -5.4174 -0.100 -0.149 -0.037
C 0.7185 -4.1174 -4.8838 -0.069 -0.025 0.037
C 0.1436 -3.6636 -3.7072 0.060 0.077 -0.009
C -0.8471 -4.4256 -3.1141 -0.007 0.047 0.064
C -1.2270 -5.6085 -3.7262 -0.110 -0.170 -0.079
H 0.6772 -5.7045 -6.3399 0.040 0.047 -0.001
H 1.4986 -3.5565 -5.3802 -0.009 -0.021 -0.027
H 0.4569 -2.7316 -3.2536 0.040 -0.015 -0.020
H -1.3198 -4.1077 -2.1940 -0.015 -0.017 -0.009
H -2.0021 -6.2283 -3.2875 -0.004 0.014 0.007
N -1.0660 4.0097 0.4184 -0.170 -0.021 0.424
C -0.6483 4.9931 1.2200 0.126 -0.107 -0.200
C -1.4240 5.5569 2.2192 -0.023 -0.005 0.019
C -2.7099 5.0765 2.3997 -0.074 0.017 0.073
C -3.1667 4.0565 1.5798 0.174 0.045 0.009
C -2.3140 3.5547 0.6074 0.570 -0.037 -0.144
H 0.3641 5.3404 1.0425 -0.012 0.055 0.043
H -1.0305 6.3512 2.8384 0.014 0.004 -0.026
H -3.3489 5.4920 3.1688 0.004 0.005 -0.016
H -4.1629 3.6619 1.6930 -0.033 0.009 -0.021
H -2.6270 2.7533 -0.0536 -0.098 0.245 0.144
N 3.8142 0.6183 4.1321 -0.067 0.040 0.081
C 3.4718 1.4308 5.1358 -0.053 -0.093 -0.132
C 4.3869 2.0888 5.9392 0.012 -0.002 -0.009
C 5.7369 1.8923 5.6924 0.047 0.021 0.027
C 6.1134 1.0524 4.6577 0.002 0.046 0.056
C 5.1186 0.4438 3.9105 -0.170 -0.120 -0.142
H 2.4052 1.5539 5.2959 0.016 0.056 0.061
H 4.0518 2.7373 6.7368 -0.019 -0.013 -0.007
H 6.4844 2.3879 6.2984 -0.010 -0.008 -0.002
H 7.1554 0.8734 4.4321 -0.019 -0.007 -0.055
H 5.3683 -0.2165 3.0879 0.124 0.046 0.003
N 7.6960 0.8525 1.3506 0.149 0.017 0.021
C 8.6912 0.0010 1.6088 -0.185 -0.009 -0.004
C 10.0328 0.3443 1.5588 -0.007 0.025 -0.001
C 10.3650 1.6452 1.2182 0.079 0.029 -0.002
C 9.3481 2.5452 0.9448 0.008 -0.034 0.015
C 8.0380 2.1008 1.0264 -0.170 -0.079 0.019
H 8.3867 -1.0075 1.8684 0.072 -0.020 0.004
H 10.7961 -0.3887 1.7805 -0.022 -0.014 -0.003
H 11.4014 1.9533 1.1666 -0.011 -0.005 -0.001
H 9.5649 3.5695 0.6747 -0.025 -0.002 -0.001
H 7.2111 2.7728 0.8239 0.047 0.051 -0.013
N -0.7697 3.3773 -5.6749 0.024 0.029 0.196
C -1.4989 2.7051 -4.7853 -0.001 -0.032 -0.164
C -1.4372 2.9249 -3.4175 0.077 -0.004 -0.068
C -0.5686 3.8933 -2.9431 0.112 0.098 0.143
C 0.1991 4.6025 -3.8531 -0.053 -0.082 -0.042
C 0.0597 4.3077 -5.2016 -0.032 -0.045 -0.150
H -2.1642 1.9545 -5.1997 -0.023 -0.003 0.046
H -2.0548 2.3525 -2.7393 -0.030 0.038 0.010
H -0.4938 4.0896 -1.8802 -0.030 -0.019 -0.026
H 0.8904 5.3676 -3.5264 -0.007 0.012 -0.028
H 0.6377 4.8396 -5.9494 0.022 0.027 0.042
N 0.9019 -1.8129 -0.5739 0.152 0.252 -0.092
C 2.0897 -2.1213 -0.0427 -0.009 -0.208 -0.221
C 3.0534 -1.1779 0.2882 -0.048 -0.030 0.022
C 2.7751 0.1622 0.0502 0.047 0.110 -0.005
C 1.5489 0.5033 -0.5065 0.086 0.029 -0.166
C 0.6532 -0.5180 -0.7929 0.133 -0.234 -0.808
H 2.2663 -3.1784 0.1227 0.059 0.014 0.005
H 3.9966 -1.4846 0.7187 -0.005 -0.003 -0.002
H 3.5029 0.9265 0.2915 -0.002 -0.025 0.026
H 1.2938 1.5346 -0.7158 -0.041 -0.013 -0.006
H -0.3153 -0.2994 -1.2296 0.042 0.088 -0.060

113
Properties=species:S:1:pos:R:3:forces:R:3 method="wB97M-V/def2-TZVPD" multiplicity=1 homo_ev=-12.77 charge=+2
Hf 0.5351 -0.4730 1.1700 0.814 -1.254 0.018
B 0.7800 0.2142 3.8605 -0.793 -0.869 0.214
N -0.7519 0.2281 3.7229 0.004 0.333 0.468
C -1.6910 0.4433 4.6433 -0.159 -0.113 -0.189
C -2.9243 0.1514 4.0930 0.226 -0.214 -0.125
C -2.6418 -0.2477 2.7984 -0.038 -0.017 0.016
N -1.3188 -0.2081 2.5683 0.285 -0.129 -0.453
N 1.1782 -1.2727 3.8550 0.447 -0.025 0.686
C 1.5044 -2.0724 4.8741 0.041 -0.127 -0.291
C 1.5755 -3.3729 4.4058 -0.116 0.161 -0.322
C 1.2731 -3.2805 3.0547 -0.010 -0.095 0.063
N 1.0265 -2.0024 2.7264 0.013 0.287 -0.237
H 1.1330 0.7446 4.8504 0.262 0.377 0.032
H 1.2070 0.7132 2.8319 0.193 0.254 -0.478
H -1.4430 0.8030 5.6209 0.172 0.058 0.220
H -3.8827 0.2341 4.5591 -0.207 -0.012 0.075
H -3.3372 -0.5302 2.0362 -0.029 -0.040 -0.164
H 1.6799 -1.6884 5.8588 -0.029 0.189 0.178
H 1.7960 -4.2582 4.9622 0.099 -0.202 0.113
H 1.2244 -4.0708 2.3274 0.002 -0.045 -0.096
N 4.5825 1.0444 0.7228 0.011 -0.232 0.308
C 3.3848 0.5138 0.5334 0.295 0.564 -1.095
O 2.8497 -0.2153 1.3968 -1.269 -0.227 0.288
C 2.6456 0.7973 -0.7561 -0.137 -0.092 0.109
C 1.4716 -0.1972 -0.8884 0.212 0.218 -0.265
H 5.0872 0.8420 1.5743 -0.027 0.021 0.006
H 5.0196 1.6561 0.0506 -0.130 -0.133 -0.070
H 3.3460 0.7276 -1.5983 -0.060 0.103 0.128
H 2.2787 1.8328 -0.7312 0.135 -0.024 0.037
H 1.9315 -1.1429 -1.2078 -0.191 -0.054 0.215
H 0.8824 0.1230 -1.7567 -0.044 -0.157 0.394
C -2.1514 3.7858 -2.3366 0.001 -0.377 -0.072
C -2.1027 4.4474 -0.9711 -0.151 0.032 0.053
C -0.7521 4.3339 -0.2855 0.041 -0.298 -0.259
Sb -0.4634 2.5520 0.9636 0.043 1.316 1.025
C -2.2978 2.7740 2.0652 0.462 -0.256 -0.206
C -3.4830 2.4129 1.4376 -0.033 -0.019 -0.135
C -4.6936 2.5565 2.0933 -0.053 -0.064 -0.077
C -4.7275 3.0463 3.3883 -0.008 0.007 -0.006
C -3.5441 3.3586 4.0352 -0.056 0.073 0.024
C -2.3316 3.2177 3.3797 0.203 0.088 -0.057
C 0.8690 3.6638 2.2571 -0.238 -0.492 -0.298
C 0.4814 4.8288 2.9071 -0.196 0.070 -0.108
C 1.3935 5.5351 3.6740 -0.024 0.096 0.009
C 2.7029 5.0966 3.7865 0.026 -0.044 0.007
C 3.0992 3.9479 3.1246 0.147 0.019 -0.007
C 2.1850 3.2421 2.3640 -0.013 -0.166 -0.099
Sb -1.2415 1.8220 -2.3622 -0.485 0.058 -0.921
C -1.5755 1.3552 -4.4397 0.242 0.191 0.631
C -2.4499 2.0502 -5.2562 -0.147 0.204 0.050
C -2.5956 1.6908 -6.5856 -0.086 0.040 -0.104
C -1.8614 0.6392 -7.1063 -0.003 -0.046 -0.045
C -0.9745 -0.0507 -6.2978 0.034 -0.095 -0.051
C -0.8331 0.3117 -4.9717 0.155 -0.128 0.191
C -2.9291 0.6779 -1.6509 0.649 0.261 0.001
C -4.1900 0.8328 -2.2071 -0.144 0.031 -0.064
C -5.2421 0.0226 -1.8167 -0.066 -0.027 -0.021
C -5.0367 -0.9602 -0.8617 0.048 -0.016 0.057
C -3.7870 -1.1080 -0.2852 0.066 -0.203 0.151
C -2.7345 -0.2915 -0.6787 -0.020 -0.056 0.010
H -1.5821 4.3759 -3.0562 0.004 -0.037 -0.091
H -3.1778 3.7110 -2.6923 -0.021 0.021 -0.084
H -2.8909 4.0556 -0.3238 0.004 0.133 -0.078
H -2.3196 5.5108 -1.1057 -0.039 0.015 0.085
H -0.5993 5.1681 0.3991 0.114 -0.232 0.191
H 0.0488 4.3452 -1.0288 0.110 0.039 0.109
H -3.4674 2.0010 0.4354 -0.103 0.063 0.013
H -5.6033 2.2728 1.5860 -0.135 0.025 -0.019
H -5.6724 3.1760 3.8906 -0.121 -0.001 0.096
H -3.5598 3.7079 5.0562 -0.018 0.072 0.109
H -1.4132 3.4456 3.9034 -0.011 0.030 0.043
H -0.5336 5.1978 2.8111 0.044 0.033 0.040
H 1.0835 6.4381 4.1768 -0.042 0.087 0.050
H 3.4139 5.6510 4.3784 0.051 0.066 0.073
H 4.1200 3.6038 3.1936 0.123 -0.006 0.036
H 2.5065 2.3504 1.8390 0.035 0.035 0.117
H -3.0161 2.8861 -4.8686 -0.072 0.063 -0.009
H -3.2814 2.2364 -7.2167 -0.047 0.042 -0.053
H -1.9748 0.3578 -8.1406 -0.024 -0.008 -0.142
H -0.3895 -0.8659 -6.6969 0.032 -0.063 -0.074
H -0.1293 -0.2203 -4.3409 0.049 -0.078 -0.027
H -4.3528 1.5833 -2.9679 -0.029 0.047 -0.095
H -6.2181 0.1375 -2.2629 -0.075 0.052 -0.066
H -5.8411 -1.6179 -0.5697 -0.089 -0.012 0.043
H -3.6528 -1.8753 0.4684 0.013 -0.023 -0.004
H -1.7326 -0.4124 -0.2231 -0.337 -0.021 -0.189
C 3.7716 -2.9583 -3.1460 -0.131 -0.210 -0.154
C 3.0965 -4.3252 -3.2255 -0.052 0.448 -0.140
N 3.4379 -5.1686 -2.1021 -0.065 -0.314 -0.131
C 4.6946 -5.9120 -2.1164 0.292 -0.134 0.311
C 5.8249 -5.1767 -1.4034 -0.155 -0.046 -0.102
C 2.7203 -5.1877 -0.9712 -0.303 0.319 -0.052
O 3.0471 -5.7479 0.0567 0.131 -0.167 0.322
C 1.3861 -4.4669 -0.9572 -0.198 -0.017 0.271
C 0.2370 -5.0291 -1.5160 0.070 0.289 0.225
C -0.9833 -4.4309 -1.2555 0.218 0.120 0.094
C -1.0121 -3.2821 -0.4797 -0.392 0.174 0.052
N 0.0767 -2.7117 0.0467 0.336 0.520 0.155
C 1.2506 -3.3285 -0.1762 0.149 -0.133 -0.088
H 3.3308 -2.2959 -3.8837 0.015 0.190 -0.140
H 4.8361 -3.0392 -3.3417 0.114 0.075 0.018
H 3.6290 -2.5315 -2.1557 0.001 0.119 0.140
H 3.3997 -4.8235 -4.1466 -0.132 -0.099 0.034
H 2.0126 -4.1895 -3.2531 0.157 -0.085 -0.116
H 4.9620 -6.1135 -3.1558 -0.132 -0.053 0.083
H 4.5118 -6.8548 -1.5948 0.029 0.030 -0.202
H 6.1163 -4.2809 -1.9456 0.095 0.071 -0.013
H 6.6891 -5.8311 -1.3210 0.090 0.009 0.011
H 5.5041 -4.9000 -0.4021 0.047 -0.006 0.095
H 0.2982 -5.9249 -2.1159 0.036 -0.087 -0.061
H -1.9063 -4.8379 -1.6413 -0.020 0.015 0.006
H -1.9544 -2.7996 -0.2733 0.016 0.001 -0.046
H 2.1237 -2.8997 0.3106 0.004 -0.078 -0.112

| no. | calculated total energy (Eh) | frontier orbital gap (eV) |
| --- | --- | --- |
| 1 | -2351.80488 | 8.87 |
| 2 | -2872.00489 | 7.01 |